No. 1
ORCA calculation (the ωB97M-V functional and the def2-TZVPD basis) on 11 unconnected molecules or ions with the total composition C30H62Br8N4O3S3 in a non-equilibrium geometry.

Last column: Mulliken charge in e.
Positions of all 110 atoms, in Å:
H (12.5276, -12.1643, -6.0287)  0.257
C (9.2153, -14.3356, 2.8774)  -0.526
H (15.5565, -11.7050, -6.0722)  0.103
Br (9.1239, -16.3142, 0.9253)  -0.111
Br (15.0012, -8.3559, -0.1902)  -0.156
H (12.0299, -13.0224, -2.6678)  -0.490
H (10.4138, -17.4063, -6.5084)  0.483
C (13.0592, -12.5671, 2.8822)  -0.273
H (8.1380, -14.4410, 2.9268)  0.473
N (14.2919, -9.3096, 3.1060)  -0.351
C (12.3326, -14.0385, -0.9293)  -0.278
H (13.8227, -17.2421, 0.2061)  0.369
H (13.3198, -14.4426, -6.8101)  0.073
Br (13.5944, -16.6852, 2.5779)  -0.107
C (15.2366, -15.9838, -3.2004)  -0.960
C (7.1303, -9.1794, -1.7693)  -0.506
H (10.4658, -15.7159, -3.4015)  -1.674
H (3.4717, -15.9578, -2.2313)  0.383
S (10.2280, -19.5875, -2.7450)  0.369
Br (12.1106, -9.1585, -3.6158)  -0.209
C (13.5808, -12.4582, -5.9398)  0.436
H (14.3324, -7.5302, -2.4420)  0.420
C (14.3927, -10.5844, -7.3763)  0.105
H (13.7453, -12.8572, -4.9357)  -0.195
H (12.8285, -19.3616, 0.0611)  0.230
H (12.9854, -7.5279, -1.2887)  0.343
N (13.0484, -14.7463, -0.2703)  -0.451
C (8.4015, -9.6735, -2.3979)  0.051
C (12.9142, -18.9598, 1.0670)  -0.427
C (11.4285, -13.2344, -1.7583)  1.429
C (10.8712, -16.6693, -5.8212)  -0.755
H (5.7606, -9.7505, -0.1816)  0.363
C (13.0422, -17.5014, 0.9107)  -0.091
H (15.5056, -15.3788, -2.3487)  0.405
H (8.7949, -9.0099, -3.1576)  0.359
H (11.1885, -15.8724, -1.7595)  0.125
H (9.4352, -16.0400, -2.0463)  -0.538
C (8.5521, -15.4136, -5.8439)  -0.937
H (12.4940, -11.2523, 4.5487)  0.196
H (14.8718, -13.7128, -7.1871)  0.338
H (7.3620, -8.2503, -1.2335)  0.321
H (5.8547, -16.4809, 0.3533)  0.355
C (6.5634, -10.1760, -0.7695)  -1.092
H (4.8696, -14.9859, -0.0662)  0.508
O (11.3945, -18.6897, -2.7624)  -0.532
C (9.1489, -19.0049, -1.4519)  0.042
H (8.3231, -15.4164, -4.7737)  0.180
H (8.1020, -16.1845, -6.4653)  0.374
H (4.3933, -17.2016, -3.0698)  0.361
H (12.1253, -17.0656, 0.5305)  -0.280
C (13.8207, -8.0926, -1.6780)  -0.601
H (8.3454, -10.7543, -2.5910)  -0.038
H (10.6729, -17.0852, -4.8258)  0.018
C (13.9040, -10.2606, 3.4857)  0.120
H (8.0037, -14.5065, -6.1948)  0.347
O (10.3920, -14.8425, -7.6060)  -0.731
H (9.7453, -18.8066, -0.5643)  -0.209
C (16.2621, -15.9176, -4.2492)  -0.533
H (17.1970, -16.2529, -3.8123)  0.401
H (13.3469, -13.2176, -7.9841)  0.408
H (11.5383, -21.5457, -2.4641)  0.378
C (13.8138, -13.4818, -7.0302)  -1.012
C (4.3193, -16.6406, -2.1450)  -1.112
S (5.8733, -15.7802, -1.9666)  0.548
C (14.5630, -11.2673, -6.1025)  -0.082
C (10.7941, -21.0244, -1.8621)  -0.906
C (5.7892, -15.5630, -0.2124)  -0.965
Br (13.5134, -15.3148, -3.8324)  0.126
H (9.4486, -13.9145, -1.2465)  0.009
Br (11.3457, -19.4268, 2.1019)  -0.165
Br (9.7777, -13.6856, 4.5772)  -0.159
H (12.9883, -11.4782, 1.0364)  0.324
H (14.0581, -10.1723, -2.3674)  0.490
H (9.6231, -13.4744, -2.9432)  0.473
H (10.9518, -15.4270, 2.3394)  -0.153
Br (16.6576, -14.0924, -4.7395)  -0.176
H (15.9916, -16.4810, -5.1250)  0.393
C (13.3164, -9.4130, -2.1403)  -0.179
H (12.7364, -9.8476, -1.3226)  -0.135
S (10.2651, -15.0283, -6.1574)  0.776
H (8.5285, -18.2374, -1.8909)  -0.145
H (12.5019, -13.3918, 3.3491)  0.098
C (10.3471, -15.5285, -2.3338)  1.806
H (11.2245, -20.7062, -0.9236)  0.049
H (8.4759, -19.8166, -1.1347)  0.515
C (9.4420, -9.6559, -1.3313)  0.187
H (7.3333, -10.5974, -0.1144)  0.287
C (9.9044, -15.5597, 2.5440)  -0.218
N (10.3189, -9.6041, -0.4944)  -0.540
H (11.4007, -11.5280, 1.8636)  0.380
H (6.4106, -8.9225, -2.5433)  0.363
C (13.4003, -11.5403, 3.9848)  -0.586
H (9.3908, -13.5632, 2.1310)  0.224
N (14.2798, -10.0609, -8.3604)  -0.463
H (11.9389, -16.7230, -6.0578)  0.237
H (6.6175, -14.9123, 0.0428)  0.148
H (13.7705, -19.3765, 1.5688)  0.521
H (12.1504, -12.9772, 1.0362)  -0.629
H (14.1255, -11.9055, 4.7137)  0.404
H (14.3963, -10.4570, -5.3962)  0.025
H (14.9700, -16.9931, -2.9317)  0.419
H (6.2030, -11.0506, -1.3312)  0.260
C (12.3010, -12.0792, 1.6414)  -0.021
C (10.1266, -13.9731, -2.1184)  0.001
H (13.9798, -13.0916, 2.5843)  0.266
H (9.7666, -16.3381, 3.2784)  0.485
H (9.9651, -21.7279, -1.7372)  0.404
H (11.3110, -12.2581, -1.2698)  -0.349
O (6.8951, -16.8125, -2.2138)  -0.601
H (4.1822, -17.2858, -1.2816)  0.299

Computed properties:
- frontier orbital gap (eV) = 8.92
- lowest unoccupied orbital energy (eV) = -0.1
- E_HOMO (eV) = -9.004
- total charge = 0

No. 2
ORCA calculation (the ωB97M-V functional and the def2-TZVPD basis) on 2 unconnected molecules or ions with the total composition C30H62N4O3PS2 in a non-equilibrium geometry.

Last column: Mulliken charge in e.
Positions of all 102 atoms, in Å:
H (-0.2519, -3.2691, 2.1154)  -0.678
H (2.8000, 6.9895, -3.1189)  0.440
H (-0.1483, -3.4556, -3.3866)  0.430
H (0.1816, 3.6561, -5.1880)  0.406
H (-1.7397, -5.2010, -3.2208)  0.294
H (1.5139, 0.1184, -2.2894)  0.593
H (-1.2446, 2.1311, 1.2992)  0.709
H (-2.7413, 1.9387, 7.0353)  0.414
H (-1.6649, -1.9124, 1.3609)  -0.219
C (3.2815, 1.9230, -2.7287)  -2.029
H (-2.8996, 0.7782, 1.7945)  0.648
C (1.0129, 0.2154, -0.2999)  -0.803
C (-0.2458, 1.0816, -0.2873)  0.385
C (-2.1211, 0.2126, 1.2906)  -1.323
C (2.1253, 4.9713, -2.7947)  -0.053
H (6.5157, 1.1754, -2.6921)  0.299
C (-0.5418, -3.2902, -1.3012)  -0.853
N (2.7715, 2.3637, -0.3056)  -0.812
H (-2.9328, -1.3978, 2.4125)  0.600
C (-4.6287, 1.0102, 6.4014)  -0.690
H (-0.0809, -4.9071, -5.1539)  0.323
H (-0.4862, -6.5185, -5.6856)  0.344
H (1.4605, 4.5832, -0.8101)  0.842
H (-5.5850, 3.3882, 5.2800)  0.372
P (-0.0886, 2.1400, -3.3088)  0.179
H (-0.1202, 0.9402, 1.8702)  0.260
H (-1.0230, 0.7341, -0.9546)  0.255
H (-5.0832, 1.5865, 7.2087)  0.305
C (-0.3091, -1.7584, -1.3928)  0.310
C (1.1664, 4.2945, -1.8226)  -1.620
H (-0.9016, -4.4163, 3.2904)  0.329
C (-0.8903, 1.1105, 1.1233)  -1.322
N (4.4348, 1.1196, -2.3317)  -0.236
H (0.1729, 4.7366, -1.9661)  0.695
H (-1.1397, 4.0690, -3.3272)  0.326
H (-1.8668, -2.6675, 4.4551)  0.466
H (0.5516, 1.9997, -5.6225)  0.375
H (-2.5337, -0.0346, 0.3099)  0.454
H (0.0066, -0.8587, 2.8942)  0.080
C (1.9063, 6.5009, -2.7383)  -1.551
H (1.6298, -1.7631, -0.5507)  0.690
C (1.1212, -3.8930, 3.6247)  -0.586
H (-6.4940, 1.0915, 5.2614)  0.352
H (-1.2826, -1.2756, -1.3289)  0.218
H (-1.0247, -5.8388, -1.7435)  0.376
H (-1.6172, -3.4660, -1.2431)  0.441
C (2.2429, 1.9058, -1.6081)  1.194
H (1.1610, -5.1538, 1.8773)  0.289
H (3.1461, 4.8015, -2.4645)  0.043
H (1.6925, 6.8428, -1.7315)  0.354
H (0.4222, 3.0278, 0.1428)  0.846
S (4.9400, 4.1013, -0.1145)  -0.318
C (-3.2001, 1.5097, 6.1486)  -0.261
H (0.0690, -1.5597, -2.3965)  0.387
H (3.6612, 2.9102, -2.9572)  0.488
C (-0.0211, -4.0861, -2.5088)  -0.522
H (5.5521, 0.6178, -4.0702)  0.340
C (0.1593, -5.9601, -5.0142)  -1.126
H (1.5544, 0.3637, 0.6309)  0.315
C (-1.0115, -1.0638, 3.2495)  -0.142
C (-5.1022, 2.6438, 4.6483)  -0.731
C (-0.0167, -6.4071, -3.5516)  -0.533
H (-0.5860, -7.3362, -3.5524)  0.359
C (-0.7952, -5.3864, -2.7088)  -0.785
H (0.9415, -6.6251, -3.0849)  0.389
H (-0.2361, -2.2006, 4.8440)  0.458
H (1.0819, -4.5087, 4.5217)  0.436
H (1.0349, -4.3112, -2.3608)  0.151
H (1.7498, 2.9661, -4.7851)  0.355
N (1.8798, 0.5067, -1.4310)  -0.248
H (-1.2657, -0.2386, 3.9141)  0.437
C (-0.2926, -3.5202, 3.1738)  0.535
O (-2.6606, 2.3519, 3.7009)  -0.455
O (-3.0312, 4.0772, 5.4758)  -0.741
H (1.1065, 6.7836, -3.4206)  0.370
H (2.7899, 1.4781, -3.6025)  0.575
H (-5.1030, 0.5059, 4.3490)  0.182
H (-2.5616, 0.7263, 5.7441)  -0.006
H (0.3891, -1.6185, 0.6619)  -0.578
H (2.4617, -3.9872, 1.9046)  0.253
C (-5.4250, 1.2245, 5.1067)  -0.430
C (-0.9139, -2.3876, 4.0081)  -1.373
C (0.9770, 2.7627, -1.8672)  0.690
H (2.5431, -5.4216, 2.9386)  0.365
S (-3.3375, 2.7962, 4.9001)  0.984
H (-0.1280, -3.6703, -0.3671)  0.030
C (0.6715, -1.2857, -0.3338)  -0.405
C (0.6901, 2.7516, -4.8506)  -1.178
H (-4.6273, -0.0346, 6.7065)  0.370
N (0.0722, 2.5047, -0.6605)  -0.746
C (-1.9403, -1.1152, 2.0493)  -0.337
O (-1.3835, 3.1493, -3.1642)  -0.553
C (1.8821, -4.6627, 2.5317)  -1.181
H (1.9874, 4.6696, -3.8249)  0.056
C (5.5861, 1.3196, -3.2346)  -0.922
H (5.5955, 2.3248, -3.6486)  0.300
H (1.1932, -6.0862, -5.3275)  0.278
H (-5.3324, 2.8340, 3.6027)  0.389
C (3.7244, 3.1415, -0.2256)  0.509
H (-0.8214, 2.9434, -0.9028)  0.793
H (4.1879, 0.1446, -2.3874)  0.293
H (1.6814, -2.9957, 3.8932)  0.328

Computed properties:
- frontier orbital gap (eV) = 9.36
- lowest unoccupied orbital energy (eV) = -2.2
- E_HOMO (eV) = -11.569
- total charge = +1